# 1
# C14H24BF7O5PS

2 unconnected molecules or ions with the total composition C14H24BF7O5PS in a non-equilibrium geometry (the ωB97M-V functional and the def2-TZVPD basis, the OMol25 dataset).

Geometry as XYZ:
```
53
Properties=species:S:1:pos:R:3:mulliken_charge:R:1
C 4.3543 1.6664 0.8498 -1.33
C 3.6884 0.6105 -0.0559 -0.28
P 1.8345 0.7222 -0.0357 -0.21
C 1.1557 -0.1877 1.4435 -0.81
C 1.2766 -0.2431 -1.5625 1.00
S 2.5739 -1.3728 -2.2791 -0.27
O 0.9638 0.7423 -2.5577 -0.47
C 0.3866 -0.0490 -3.5591 0.50
O 0.6011 0.0612 -4.6787 -0.48
O -0.4212 -0.9290 -2.9154 -0.52
C -0.0406 -1.0663 -1.5165 0.47
C 0.1278 -2.5919 -1.2760 -1.76
O -1.1077 -3.1589 -0.7935 -0.28
C -0.9885 -4.4123 -0.3527 0.94
F 0.1028 -5.0566 -0.7729 -0.28
F -2.0103 -5.1442 -0.7183 -0.27
F -0.9241 -4.4019 0.9830 -0.29
O -1.0597 -0.6440 -0.6749 0.39
C -1.9508 0.3400 -1.2196 -1.22
C -2.6658 1.0139 -0.0310 0.61
C -3.5008 2.1843 -0.6062 -1.65
C -3.5732 0.0304 0.7682 0.63
C -4.2668 -1.0113 -0.1539 -1.38
C -2.8369 -0.6674 1.9261 -1.18
H 5.4407 1.5955 0.7041 0.42
H 4.0920 1.6010 1.9084 0.32
H 4.0902 2.6733 0.5009 0.34
H 4.0611 -0.4131 0.1052 0.38
H 3.9693 0.8513 -1.0941 0.36
H 1.9096 -0.2148 2.2376 0.52
H 0.2516 0.3071 1.8120 0.18
H 0.8477 -1.1978 1.1393 0.14
H 3.0790 -0.6992 -3.3404 0.21
H 0.9193 -2.7158 -0.5232 0.52
H 0.3889 -3.0782 -2.2153 0.51
H -1.3957 1.1474 -1.7227 0.46
H -2.6492 -0.0574 -1.9666 0.27
H -1.8704 1.3515 0.6498 0.24
H -3.8830 2.7905 0.2244 0.44
H -4.3758 1.7489 -1.1094 0.27
H -2.8750 2.7685 -1.2887 0.47
H -4.3949 0.6439 1.1765 0.39
H -3.5360 -1.7356 -0.5363 0.08
H -4.7039 -0.4492 -0.9931 0.30
H -5.0675 -1.5398 0.3776 0.51
H -3.4902 -1.4229 2.3880 0.43
H -2.5675 0.0893 2.6754 0.34
H -1.9490 -1.2148 1.5841 0.00
B 4.3981 4.1500 3.4205 0.63
F 4.3320 4.9768 4.5616 -0.39
F 5.2842 4.7142 2.4746 -0.41
F 4.8653 2.8638 3.7939 -0.42
F 3.1101 4.0306 2.8449 -0.40
```

Its net charge is -1. The calculation puts the HOMO energy at -6.25 eV. The value obtained for the HOMO-LUMO gap is 8.3071 eV.

# 2
# C14H24BFNO6S

2 unconnected molecules or ions with the total composition C14H24BFNO6S in a non-equilibrium geometry (the ωB97M-V functional and the def2-TZVPD basis, the OMol25 dataset).

Geometry as XYZ:
```
48
Properties=species:S:1:pos:R:3:mulliken_charge:R:1
C 4.4691 0.2312 0.9981 -1.06
C 2.9288 -0.1456 1.5125 -0.33
C 1.8748 0.9661 0.9292 -1.13
C 0.7378 0.3863 -0.1007 1.42
C 1.5875 -0.4706 -1.2131 -0.65
C 0.6900 -0.9803 -2.5120 0.25
F 1.2257 -0.4312 -3.8065 -0.40
C -0.0590 1.7092 -0.7410 0.68
C 0.0025 3.1302 0.1341 -0.44
O -0.7844 4.2166 -0.5366 -0.16
O -1.7324 4.4952 0.3214 -0.39
N 0.3508 2.2092 -2.1090 -0.71
C -0.7476 2.1022 -2.9718 0.14
S -1.9398 1.7919 -4.1931 -0.17
O -1.5387 1.5763 -0.9061 -0.43
C -1.8919 0.3633 -0.1540 -0.23
O -3.1909 0.0575 -0.1525 -0.50
C -0.5960 -0.3475 0.5923 1.01
C -0.9230 0.0449 2.1857 -1.32
B -0.6049 -2.0026 0.6931 0.26
O 0.5690 -2.8335 1.0982 -0.72
C -1.9717 -2.8880 0.2876 -0.21
C -2.1436 -3.1191 -1.3266 -0.76
H 4.4915 0.8073 -0.0200 0.28
H 5.1601 -0.7120 1.0441 0.30
H 4.8902 0.9892 1.8178 0.27
H 2.9773 -0.0279 2.7001 0.33
H 2.6368 -1.2619 1.3188 0.21
H 2.5233 1.8038 0.3814 0.40
H 1.4250 1.5138 1.8893 0.23
H 2.4807 0.1850 -1.6260 0.33
H 2.0802 -1.4684 -0.7799 0.26
H 0.7696 -2.1549 -2.5848 0.23
H -0.4176 -0.6096 -2.4110 -0.20
H 1.1267 3.5338 0.1216 0.11
H -0.3565 2.9972 1.2426 0.36
H -1.5625 5.4044 0.7272 0.30
H 0.0300 -0.2633 2.8305 0.27
H -1.1064 1.2008 2.2249 0.25
H -1.8917 -0.5221 2.5745 0.43
H 0.4234 -3.1089 2.0565 0.29
H -2.9546 -2.4055 0.7572 0.22
H -1.8728 -3.9494 0.8204 0.24
H -1.9103 -2.1441 -1.9494 0.10
H -3.2822 -3.3748 -1.5667 0.32
H -1.4080 -3.9799 -1.6838 0.24
O -5.5450 -1.4383 1.3877 -1.15
H -5.0194 -1.0761 0.6979 0.22
```

Its net charge is -1. The calculation puts the HOMO energy at -2.04 eV. The value obtained for the HOMO-LUMO gap is 3.7950 eV.

# 3
# C14H24I2LuO4S2Sc

A molecular structure, C14H24I2LuO4S2Sc in a non-equilibrium geometry (the ωB97M-V functional and the def2-TZVPD basis, the OMol25 dataset).

Geometry as XYZ:
```
48
Properties=species:S:1:pos:R:3:mulliken_charge:R:1
I -2.7832 3.8276 0.9198 0.08
I -0.7498 4.8697 -0.1014 0.04
Lu 1.9332 1.3680 -1.0860 0.62
Sc -0.5077 -0.5467 0.0945 0.48
S -0.5154 0.9081 -1.9845 0.16
S 1.0961 0.8039 1.2457 0.51
C 1.1366 -1.9362 -0.3697 0.59
C -0.8900 0.4936 -3.9619 1.12
C 1.3765 1.5879 3.0522 1.00
C -0.0385 1.4832 -4.7031 -1.47
C -0.5894 -0.9443 -4.2909 -1.31
C -2.4045 0.7940 -4.0566 -1.36
C 1.9298 2.9727 2.7368 -1.19
C 2.4225 0.7264 3.7564 -1.43
C 0.0309 1.5784 3.7325 -1.23
C 2.6951 -0.3229 -2.3451 0.45
C 3.5909 -0.1863 -0.6534 0.34
O 2.0446 -2.6553 -0.4750 -0.09
O 3.0058 -1.2832 -2.9754 -0.15
O 4.4402 -0.9078 -0.2558 -0.10
H 1.0005 1.2058 -4.6029 0.32
H -0.1883 2.4804 -4.3064 0.43
H -0.2755 1.5123 -5.7587 0.47
H 0.4568 -1.1854 -4.1323 0.24
H -0.8246 -1.1173 -5.3478 0.43
H -1.1704 -1.6720 -3.7186 0.37
H -3.0295 0.0601 -3.4976 0.35
H -2.7629 0.8065 -5.1053 0.45
H -2.6068 1.7972 -3.6308 0.42
H 2.0967 3.5379 3.6711 0.46
H 1.2415 3.5611 2.0963 0.15
H 2.9036 2.8863 2.2103 0.34
H 2.6564 1.1500 4.7422 0.47
H 3.3592 0.6730 3.1810 0.37
H 2.0760 -0.3018 3.9241 0.36
H 0.0775 2.0280 4.7288 0.48
H -0.3158 0.5499 3.8542 0.27
H -0.7113 2.1296 3.1462 0.22
C -3.0150 -3.4206 1.1048 -1.11
C -1.8938 -2.8163 1.8334 0.78
C -1.3338 -3.3762 3.0807 -0.95
O -1.5468 -1.6773 1.4032 -0.56
H -3.4833 -4.1965 1.6943 0.43
H -2.6013 -3.8764 0.2056 0.33
H -3.6940 -2.6032 0.8103 0.36
H -0.3563 -3.8809 2.8716 0.33
H -1.2345 -2.7042 3.9638 0.33
H -2.0480 -4.1809 3.2996 0.39
```

Its net charge is +4. The calculation puts the HOMO energy (alpha / beta) at -18.97 / -18.97 eV. The value obtained for the HOMO-LUMO gap (alpha / beta) is 2.9595 / 2.9587 eV.

# 4
# C14H24N2

C14H24N2 in the gas phase in a non-equilibrium geometry (the ωB97M-V functional and the def2-TZVPD basis, the OMol25 dataset).

Geometry as XYZ:
```
40
Properties=species:S:1:pos:R:3:mulliken_charge:R:1
C -0.7731 0.6730 0.9874 0.86
C -0.6529 0.1332 -1.4029 0.79
C 0.6872 0.5721 1.1032 1.05
C 0.7541 0.0702 -1.3046 1.66
C -1.4023 0.4346 -0.2502 0.63
C 1.4411 0.3276 -0.0649 0.67
N -4.9172 -0.8740 0.2164 -0.65
N 4.9748 -0.9812 0.5387 -0.66
C -1.5587 0.9025 2.2559 -2.21
C -1.3986 -0.0878 -2.7154 -2.15
C 1.3836 0.7420 2.4630 -2.26
C 1.5684 -0.2737 -2.5354 -2.40
C -2.9545 0.4564 -0.3177 -1.64
C 2.9672 0.3595 0.0274 -1.82
C -3.4550 -0.8232 0.2245 -0.31
C 3.4893 -1.0354 0.4503 -0.38
H -5.2616 -0.8538 -0.7419 0.26
H -5.3075 -0.1426 0.7960 0.24
H 5.4317 -0.7457 -0.3495 0.26
H 5.2914 -0.3108 1.2539 0.27
H -2.5424 1.2883 2.0802 0.39
H -1.0694 1.5805 2.9887 0.45
H -1.6910 -0.0857 2.7736 0.30
H -0.7636 -0.2508 -3.5238 0.50
H -2.0748 -0.9512 -2.6308 0.31
H -1.9629 0.8316 -2.9682 0.38
H 1.1102 1.7364 2.8531 0.41
H 2.4492 0.6189 2.5285 0.39
H 0.9931 0.0206 3.1622 0.40
H 1.0328 -1.0638 -3.0941 0.47
H 2.5613 -0.6570 -2.3023 0.38
H 1.6451 0.6336 -3.2028 0.31
H -3.3312 1.2960 0.2296 0.35
H -3.3663 0.5133 -1.3417 0.39
H 3.3005 1.1185 0.7246 0.52
H 3.3838 0.6516 -0.9331 0.54
H -3.0574 -1.6636 -0.3598 0.34
H -3.1402 -0.9764 1.2567 0.26
H 3.0325 -1.3734 1.3933 0.34
H 3.1837 -1.8102 -0.2684 0.35
```

The calculation puts the HOMO energy at -8.19 eV. The SMILES is Cc1c(C)c(CCN)c(C)c(C)c1CCN. The value obtained for the HOMO-LUMO gap is 9.0459 eV.

# 5
# C14H24N3O5Pd

A molecular structure, C14H24N3O5Pd (the ωB97M-V functional and the def2-TZVPD basis, the OMol25 dataset).

Geometry as XYZ:
```
47
Properties=species:S:1:pos:R:3:mulliken_charge:R:1
Pd 0.6151 -0.6438 -0.8653 0.71
O 1.3304 -2.9223 2.3212 -0.64
C 0.8339 -2.5567 1.2899 0.20
O 1.5099 -1.8719 0.3764 -0.83
C -0.5740 -2.9812 0.8564 -0.12
C -0.5993 -3.2828 -0.6446 0.09
C -1.7558 -4.1885 -1.0217 -0.93
C -2.9598 -3.2529 -0.7929 -0.96
C -2.2930 -1.9347 -0.4221 -0.11
O -1.0348 -1.9809 -1.1919 -0.63
C -1.7266 -1.9155 0.9808 0.03
C -1.2784 -0.4640 1.3000 0.00
O -0.5455 -0.2647 2.2757 -0.71
O -1.7136 0.4303 0.4918 -0.77
H -0.8230 -3.8686 1.4357 0.64
H 0.3640 -3.5423 -1.0720 0.55
H -1.7752 -5.0862 -0.4072 0.39
H -1.6783 -4.4895 -2.0650 0.37
H -3.6101 -3.5860 0.0148 0.34
H -3.5660 -3.1485 -1.6902 0.35
H -2.8350 -1.0375 -0.6886 0.75
H -2.4492 -2.2256 1.7340 0.51
N 0.9503 3.9209 1.7937 -0.10
C 0.4960 2.5724 1.2239 -0.23
C -0.3396 2.8134 -0.0375 -1.20
C 0.2763 2.3967 -1.3818 0.32
N -0.1932 1.0371 -1.8209 -0.58
C 1.7967 2.5092 -1.3406 -1.41
C 2.4407 1.6348 -0.2638 0.27
N 2.4366 0.2434 -0.7460 -0.54
C 1.7027 1.6500 1.0976 -0.42
H 0.1428 4.5232 1.9624 0.39
H 1.5817 4.4127 1.1602 0.29
H 1.4327 3.7843 2.6840 0.41
H -0.1456 2.1576 2.0065 0.50
H -0.6337 3.8652 -0.1008 0.49
H -1.2387 2.2184 0.1295 0.24
H -0.0905 3.1020 -2.1301 0.47
H -0.1717 1.0043 -2.8365 0.32
H -1.1698 0.9321 -1.5331 0.32
H 2.0494 3.5603 -1.1685 0.34
H 2.2386 2.2681 -2.3118 0.54
H 3.4796 1.9456 -0.1323 0.34
H 2.8633 -0.3992 -0.0707 0.44
H 2.9495 0.1596 -1.6205 0.22
H 2.4079 1.8490 1.9094 0.47
H 1.3025 0.6528 1.3126 -0.12
```

Its net charge is +1. The calculation puts the HOMO energy at -11.30 eV. The value obtained for the HOMO-LUMO gap is 7.9402 eV.